[1]
Here is a cluster of 2 separate species, C4H14N3 in total in a non-equilibrium geometry from the OMol25 dataset. Energies are from the ωB97M-V functional and the def2-TZVPD basis.

```
21
Properties=species:S:1:pos:R:3:mulliken_charge:R:1
C -0.493 2.099 -1.440 -0.933
C -1.350 -0.229 -1.068 0.484
N -0.207 0.663 -1.027 -0.162
N -2.534 0.096 -0.557 -0.389
N -1.166 -1.483 -1.407 -0.362
H 0.697 0.248 -1.095 0.289
H -2.564 0.670 0.123 0.191
H -3.363 0.166 -1.249 0.293
H -1.592 -2.246 -0.892 0.284
H -0.260 -1.794 -1.905 0.291
H -1.373 2.168 -2.044 0.332
H 0.555 2.553 -1.707 0.321
H -0.709 2.507 -0.437 0.357
C 1.207 -0.166 1.935 -0.704
C 2.333 -1.241 1.760 -0.743
H 0.228 -0.535 1.823 0.195
H 1.282 0.105 3.027 0.326
H 1.396 0.651 1.247 0.186
H 3.241 -0.639 1.412 0.237
H 2.116 -1.864 0.802 0.184
H 2.556 -1.728 2.701 0.325
```

Values from the calculation:
- orbital gap (eV) = 10.651
- net charge = +1
- HOMO energy (eV) = -14.50
- energy relative to the best compared isomer or geometry (same formula, charge and spin) (kcal per mole) = 57.2


[2]
Here is a cluster of 2 separate species, C4H14N3 in total in a non-equilibrium geometry from the OMol25 dataset. Energies are from the ωB97M-V functional and the def2-TZVPD basis.

```
21
Properties=species:S:1:pos:R:3:mulliken_charge:R:1
C 1.313 1.095 2.288 -0.752
C 0.340 -1.100 1.771 -0.350
N 0.476 -0.089 2.537 0.042
H 2.005 1.189 3.127 0.338
H 0.662 1.963 2.298 0.311
H 1.894 0.917 1.389 0.338
H 0.958 -1.253 0.896 0.378
H -0.427 -1.817 2.033 0.334
H -0.009 -0.094 3.429 0.294
C -1.026 -0.227 -2.211 -0.610
C -0.144 0.242 -1.063 -0.315
N 0.020 1.686 -1.013 -0.597
N -0.870 -1.706 -2.300 -0.654
H -2.086 0.040 -2.094 0.331
H -0.656 0.261 -3.117 0.438
H -0.662 -0.230 -0.198 0.051
H 0.795 -0.302 -1.184 0.492
H 0.635 1.896 -0.242 0.168
H -0.865 2.143 -0.810 0.269
H -1.615 -2.098 -1.733 0.237
H -1.174 -1.960 -3.237 0.259
```

Values from the calculation:
- orbital gap (eV) = 7.588
- net charge = +1
- HOMO energy (eV) = -12.73
- energy relative to the best compared isomer or geometry (same formula, charge and spin) (kcal per mole) = 61.6


[3]
Here is a cluster of 2 separate species, C4H14N3 in total in a non-equilibrium geometry from the OMol25 dataset. Energies are from the ωB97M-V functional and the def2-TZVPD basis.

```
21
Properties=species:S:1:pos:R:3:mulliken_charge:R:1
C 0.519 1.909 -2.013 -1.075
C -1.037 0.779 -0.513 0.794
N -0.254 0.728 -1.577 -0.128
N -0.881 1.739 0.394 -0.354
N -1.894 -0.228 -0.254 -0.403
H -0.363 0.037 -2.313 0.271
H -0.214 2.448 0.169 0.163
H -1.475 1.867 1.199 0.221
H -2.622 -0.022 0.399 0.208
H -1.619 -1.141 -0.546 0.208
H 0.537 1.975 -3.099 0.332
H 1.532 1.780 -1.647 0.367
H 0.047 2.850 -1.735 0.376
C 0.970 -2.395 0.932 -0.822
C 0.908 -1.238 1.921 -0.710
H 1.865 -2.400 0.310 0.276
H 1.101 -3.328 1.485 0.329
H 0.156 -2.492 0.207 0.177
H 0.853 -0.222 1.527 0.181
H 1.800 -1.319 2.538 0.336
H 0.073 -1.327 2.615 0.252
```

Values from the calculation:
- orbital gap (eV) = 11.772
- net charge = +1
- HOMO energy (eV) = -14.80
- energy relative to the best compared isomer or geometry (same formula, charge and spin) (kcal per mole) = 10.3


[4]
Here is the ion C4H14N3 with charge +1 in a non-equilibrium geometry from the OMol25 dataset. Energies are from the ωB97M-V functional and the def2-TZVPD basis.

```
21
Properties=species:S:1:pos:R:3:mulliken_charge:R:1
C 0.934 -1.449 -0.634 -0.927
C -0.903 -0.680 -1.967 -0.848
C 0.241 0.854 -0.458 -0.699
C 0.055 1.101 1.146 -0.143
N 1.252 1.060 1.951 -0.510
N -0.149 -0.521 -0.734 0.106
N -1.082 0.173 1.407 -0.654
H 1.428 -1.315 0.302 0.265
H 0.579 -2.525 -0.589 0.364
H 1.584 -1.268 -1.520 0.399
H -0.431 -0.063 -2.894 0.310
H -0.893 -1.716 -2.211 0.372
H -1.920 -0.194 -1.678 0.318
H 1.297 1.142 -0.663 0.258
H -0.396 1.555 -1.146 0.384
H -0.316 2.133 1.289 0.457
H 1.546 0.077 2.045 0.233
H 1.169 1.486 2.862 0.282
H -1.919 0.679 0.895 0.312
H -0.720 -0.583 0.232 0.509
H -1.356 0.053 2.362 0.210
```

Values from the calculation:
- orbital gap (eV) = 11.224
- net charge = +1
- HOMO energy (eV) = -14.15
- SMILES string = C[NH+](C)CC(N)N
- energy relative to the best compared isomer or geometry (same formula, charge and spin) (kcal per mole) = 52.9


[5]
Here is the ion C4H14N3 with charge +2 in a non-equilibrium geometry from the OMol25 dataset. Energies are from the ωB97M-V functional and the def2-TZVPD basis.

```
21
Properties=species:S:1:pos:R:3:lowdin_spin:R:1
N -0.777 -0.050 1.028 0.006
C -0.331 -0.127 -0.394 0.030
C 1.219 0.101 -0.272 0.002
C 1.684 1.231 0.724 0.002
N 0.536 2.179 0.944 0.000
C -0.615 -1.517 -1.008 0.097
N -2.082 -1.715 -1.100 0.776
H -1.756 -0.336 1.123 0.004
H -0.649 1.023 1.265 0.000
H -0.322 -0.468 1.846 0.000
H -0.852 0.627 -0.979 0.000
H 1.644 -0.886 -0.055 0.000
H 1.667 0.181 -1.266 0.000
H 1.990 0.756 1.654 0.000
H 2.589 1.685 0.329 0.001
H 0.912 2.987 1.448 0.000
H 0.396 2.612 0.029 0.000
H -0.233 -2.335 -0.384 0.000
H -0.174 -1.791 -1.971 0.044
H -2.502 -1.452 -2.007 0.020
H -2.344 -2.704 -0.954 0.018
```

Values from the calculation:
- orbital gap (spin up / spin down) (eV) = 11.139 / 4.945
- net charge = +2
- HOMO energy (spin up / spin down) (eV) = -18.41 / -18.40
- expectation value of S² = 0.754
- energy relative to the best compared isomer or geometry (same formula, charge and spin) (kcal per mole) = 52.2
- 2S+1 = 2


[6]
Here is a cluster of 2 separate species, C4H14N3S in total in a non-equilibrium geometry from the OMol25 dataset. Energies are from the ωB97M-V functional and the def2-TZVPD basis.

```
22
Properties=species:S:1:pos:R:3:mulliken_charge:R:1
C 2.014 -1.200 -0.761 -0.818
C 2.357 0.715 0.864 -0.802
C -1.893 -0.737 -0.846 -0.283
C 0.228 0.358 -0.502 -0.701
N -3.510 -0.056 0.933 -0.636
N -2.951 -0.049 -0.348 0.103
N 1.444 -0.276 0.228 -0.056
S -0.412 1.695 0.634 -0.329
H 1.244 -1.599 -1.428 0.322
H 2.790 -0.613 -1.352 0.333
H 2.453 -2.023 -0.170 0.378
H 2.852 1.436 0.262 0.328
H 1.656 1.263 1.548 0.339
H 3.191 0.007 1.170 0.362
H -1.816 -0.749 -1.927 0.377
H -1.673 -1.584 -0.101 0.209
H 0.553 0.961 -1.306 0.488
H -3.279 0.805 1.357 0.278
H -2.989 -0.800 1.489 0.269
H -3.551 0.597 -0.879 0.256
H 1.046 -0.914 1.018 0.396
H 0.246 2.764 0.114 0.186
```

Values from the calculation:
- orbital gap (eV) = 8.978
- net charge = +1
- HOMO energy (eV) = -11.90
- energy relative to the best compared isomer or geometry (same formula, charge and spin) (kcal per mole) = 141.2


[7]
Here is a cluster of 2 separate species, C4H14NO in total in a non-equilibrium geometry from the OMol25 dataset. Energies are from the ωB97M-V functional and the def2-TZVPD basis.

```
20
Properties=species:S:1:pos:R:3:mulliken_charge:R:1
C -0.489 -0.512 1.093 -0.911
C 0.086 -0.841 -0.264 0.812
C 0.536 -2.307 -0.263 -1.534
C 1.365 -0.007 -0.499 -1.543
N -0.730 1.045 1.205 -0.164
H 0.164 -0.848 1.900 0.356
H -1.506 -0.870 1.267 0.396
H -0.602 -0.567 -1.053 0.254
H 1.406 -2.472 0.366 0.390
H 0.772 -2.630 -1.278 0.403
H -0.263 -2.975 0.070 0.412
H 2.058 -0.163 0.295 0.414
H 1.860 -0.238 -1.441 0.392
H 1.207 1.071 -0.549 0.375
H -1.283 1.171 2.039 0.376
H -1.198 1.380 0.357 0.231
H 0.244 1.340 1.228 0.356
H -0.537 2.895 -1.922 0.314
H -1.994 2.912 -1.369 0.298
O -1.098 2.617 -1.181 -0.627
```

Values from the calculation:
- orbital gap (eV) = 12.436
- net charge = +1
- HOMO energy (eV) = -15.66
- energy relative to the best compared isomer or geometry (same formula, charge and spin) (kcal per mole) = 10.9


[8]
Here is a cluster of 4 separate species, C4H14NO2 in total in a non-equilibrium geometry from the OMol25 dataset. Energies are from the ωB97M-V functional and the def2-TZVPD basis.

```
21
Properties=species:S:1:pos:R:3:mulliken_charge:R:1
C 0.148 0.908 1.438 -0.517
C -0.344 1.623 0.242 -0.224
C -1.030 0.874 -0.846 -0.359
C 0.079 0.249 -1.568 -1.434
O -1.206 -1.836 -0.188 -0.588
N 0.108 -0.371 1.534 0.077
H 0.931 -2.759 -0.744 -0.025
H 0.056 1.556 2.309 0.470
H 0.985 1.033 0.240 0.715
H -0.372 2.709 0.307 0.397
H -1.630 -0.013 -0.407 0.365
H -1.716 1.527 -1.373 0.414
H 0.458 -0.583 -0.977 0.404
H 0.938 0.833 -1.381 0.748
H -0.022 -0.082 -2.593 0.290
H 0.660 -3.169 -0.182 0.024
H -0.362 -0.885 0.755 -0.004
H 0.148 -0.925 2.383 0.337
H -1.894 -2.497 -0.019 0.173
H 2.237 0.856 0.973 0.348
O 1.829 0.951 0.095 -0.613
```

Values from the calculation:
- orbital gap (eV) = 5.131
- net charge = +1
- HOMO energy (eV) = -13.36
- energy relative to the best compared isomer or geometry (same formula, charge and spin) (kcal per mole) = 270.9


[9]
Here is a cluster of 3 separate species, C4H14NO3 in total in a non-equilibrium geometry from the OMol25 dataset. Energies are from the ωB97M-V functional and the def2-TZVPD basis.

```
22
Properties=species:S:1:pos:R:3:mulliken_charge:R:1
C 1.079 0.687 1.275 -1.344
C -0.165 0.971 0.451 0.418
C -1.435 0.803 1.231 -0.938
C -2.653 1.190 0.431 -0.016
O -2.565 1.727 -0.658 -0.498
N -0.188 0.134 -0.797 -0.132
H 1.553 -0.290 1.071 0.293
H 0.887 0.555 2.335 0.411
H 1.851 1.424 1.084 0.347
H -0.085 1.990 0.101 0.344
H -1.433 1.520 2.060 0.394
H -1.690 -0.166 1.635 0.373
H -3.662 1.151 0.870 0.423
H -0.501 -0.833 -0.636 0.296
H 0.779 -0.028 -1.124 0.245
H -0.807 0.549 -1.495 0.429
H 2.090 -0.567 -3.201 0.304
H 3.159 -0.482 -2.149 0.304
O 2.197 -0.575 -2.239 -0.660
H -0.062 -3.727 -0.442 0.293
H 1.247 -3.077 0.314 0.301
O 0.405 -2.958 -0.119 -0.586
```

Values from the calculation:
- orbital gap (eV) = 10.999
- net charge = +1
- HOMO energy (eV) = -13.83
- energy relative to the best compared isomer or geometry (same formula, charge and spin) (kcal per mole) = 7.7


[10]
Here is a cluster of 4 separate species, C4H14NO5 in total in a non-equilibrium geometry from the OMol25 dataset. Energies are from the ωB97M-V functional and the def2-TZVPD basis.

```
24
Properties=species:S:1:pos:R:3:mulliken_charge:R:1
C 0.971 -1.437 0.026 -0.625
O 0.858 -0.434 1.068 -0.750
C 0.947 -0.874 -1.440 -0.430
C 0.106 0.440 -1.571 0.021
C -1.236 0.177 -2.129 0.209
N -2.272 0.047 -1.175 -0.297
O -1.519 -0.169 -3.278 -0.686
H 1.857 -1.890 0.372 0.356
H 0.209 -2.243 0.357 0.195
H 1.957 -0.859 -1.937 0.261
H 0.505 -1.569 -2.323 0.325
H -0.036 0.740 -0.444 -0.032
H 0.471 1.419 -2.042 0.278
H -3.249 -0.197 -1.511 0.226
H -2.137 -0.042 -0.238 0.155
H -1.654 0.034 2.641 0.208
H -0.502 -0.226 1.495 0.370
O -1.383 0.319 1.812 -0.769
H 2.734 1.398 1.328 0.271
H 1.447 0.873 0.594 0.495
O 2.108 1.739 0.689 -0.794
H 0.081 0.145 3.977 0.239
H 1.215 -0.175 3.001 0.416
O 0.970 0.099 3.915 -0.642
```

Values from the calculation:
- orbital gap (eV) = 8.799
- net charge = -1
- HOMO energy (eV) = -5.17
- energy relative to the best compared isomer or geometry (same formula, charge and spin) (kcal per mole) = 71.5


[11]
Here is a cluster of 4 separate species, C4H14NO6 in total in a non-equilibrium geometry from the OMol25 dataset. Energies are from the ωB97M-V functional and the def2-TZVPD basis.

```
25
Properties=species:S:1:pos:R:3:mulliken_charge:R:1
C -0.375 -1.182 -2.038 -0.776
O -1.639 -1.346 -1.442 -0.581
C 0.616 -0.135 -1.505 0.355
C -0.011 1.228 -1.230 -0.721
C -0.495 1.213 0.259 0.711
O -0.231 2.184 0.964 -0.706
O -1.254 0.194 0.563 -0.976
N 1.858 0.096 -2.387 -0.774
H 0.089 -2.166 -2.056 0.248
H -0.404 -0.849 -3.082 0.263
H 1.076 -0.466 -0.697 0.443
H -0.797 1.528 -1.917 0.269
H 0.863 1.935 -1.243 0.302
H 1.897 0.607 1.954 0.304
H 1.717 0.563 -3.163 0.186
H 2.251 -0.808 -2.624 0.218
H -0.912 0.990 2.375 0.354
H 0.056 1.768 3.339 0.289
O -0.753 1.268 3.298 -0.721
H -1.600 -0.752 -0.680 0.531
H 1.630 -0.572 2.941 0.356
O 2.302 -0.154 2.317 -0.669
H -1.684 -1.029 1.923 0.451
H -2.329 -2.320 1.755 0.285
O -1.870 -1.796 2.375 -0.639
```

Values from the calculation:
- orbital gap (eV) = 9.184
- net charge = -1
- HOMO energy (eV) = -5.61
- energy relative to the best compared isomer or geometry (same formula, charge and spin) (kcal per mole) = 50.3


[12]
Here is a cluster of 2 separate species, C4H14NOS in total in a non-equilibrium geometry from the OMol25 dataset. Energies are from the ωB97M-V functional and the def2-TZVPD basis.

```
21
Properties=species:S:1:pos:R:3:mulliken_charge:R:1
C -0.038 -0.986 -0.205 -0.607
C 1.048 -0.576 -1.236 -0.754
C 0.784 0.770 -1.951 -0.721
S 1.320 2.169 -0.718 -0.041
C -0.257 2.804 -0.168 -0.883
N 0.108 -0.330 1.164 -0.136
H -1.048 -0.723 -0.560 0.390
H 0.048 -2.042 0.067 0.385
H 1.167 -1.438 -1.919 0.422
H 2.065 -0.541 -0.840 0.410
H -0.234 0.947 -2.256 0.448
H 1.551 0.590 -2.682 0.308
H -1.104 2.192 -0.533 0.271
H -0.399 3.838 -0.480 0.327
H -0.293 2.748 0.927 0.304
H -0.775 -0.542 1.640 0.354
H 0.876 -0.766 1.671 0.358
H 0.102 0.692 1.245 0.149
H -1.310 -3.357 2.827 0.332
H -2.054 -2.903 1.628 0.331
O -1.557 -2.546 2.378 -0.646
```

Values from the calculation:
- orbital gap (eV) = 9.127
- net charge = +1
- HOMO energy (eV) = -12.33
- energy relative to the best compared isomer or geometry (same formula, charge and spin) (kcal per mole) = 28.0